Record 1
The following is a quantum chemistry calculation of 2 unconnected molecules or ions with the total composition C4H14N3O, from OMol25.

The geometry in XYZ format:
```
22
Properties=species:S:1:pos:R:3:forces:R:3
C -0.118 0.012 -0.839 0.24 0.47 -0.92
C -0.722 0.103 -2.249 -0.02 -0.29 0.70
C -2.067 -0.629 -2.276 0.10 -0.67 -0.06
N 1.188 0.770 -0.869 0.23 -1.24 0.75
H -0.726 0.518 -0.080 0.06 -0.21 -0.21
H 0.106 -1.005 -0.507 -0.15 0.17 -0.15
H -0.023 -0.389 -2.953 -0.33 0.25 0.19
H -0.775 1.166 -2.525 -0.23 -0.22 -0.02
H -1.820 -1.705 -2.179 -0.41 0.43 0.01
H -2.782 -0.372 -1.464 0.61 0.10 -0.52
H -2.558 -0.507 -3.244 -0.02 0.05 0.19
H 1.883 0.408 -1.524 -0.24 -0.12 -0.03
H 1.030 1.726 -1.084 -0.20 1.18 -0.35
H 1.570 0.742 0.098 0.37 0.29 0.39
N 0.932 -1.127 2.093 -0.73 1.35 1.87
C 1.039 0.216 2.487 -0.60 0.49 -0.63
N 0.257 0.587 3.613 1.44 0.09 -2.21
O 1.692 1.037 1.786 -1.22 -1.53 1.44
H 1.685 -1.447 1.546 0.97 -0.35 -0.57
H 0.703 -1.759 2.858 0.01 0.06 -0.37
H 0.101 1.590 3.573 0.04 -0.15 0.36
H -0.596 0.064 3.738 0.04 -0.17 0.12
```
Forces are in eV/Å.

Computed properties:
- LUMO level (eV) = -2.996
- total charge = +1
- highest occupied orbital energy (eV) = -14.39



Record 2
The following is a quantum chemistry calculation of a single C7H10 molecule, from OMol25.

The geometry in XYZ format:
```
17
Properties=species:S:1:pos:R:3:forces:R:3
C -1.081 2.296 0.329 -0.20 -0.02 0.21
C -0.766 1.168 0.051 0.82 1.27 -0.97
C -0.314 -0.141 -0.183 -0.58 -0.37 0.90
C 1.110 -0.524 0.322 -0.50 0.12 0.00
C 2.167 0.526 -0.058 -0.27 -0.11 0.04
C -1.084 -1.111 -0.999 -0.22 -0.24 -0.21
C -1.718 -0.816 0.296 0.00 -0.54 -0.03
H -1.636 2.991 0.891 -0.12 0.70 0.06
H 1.426 -1.489 -0.096 -0.36 0.14 0.08
H 1.091 -0.628 1.404 0.01 -0.04 0.18
H 2.272 0.592 -1.144 0.02 0.02 0.07
H 3.142 0.262 0.372 -0.29 0.07 -0.11
H 1.860 1.506 0.313 0.14 -0.03 -0.03
H -1.611 -0.794 -1.880 -0.02 -0.05 -0.31
H -0.606 -2.070 -1.006 0.26 -0.27 -0.57
H -1.553 -1.430 1.147 -0.15 -0.87 0.34
H -2.720 -0.330 0.244 1.45 0.23 0.35
```
Forces are in eV/Å.

Computed properties:
- LUMO level (eV) = 1.109
- total charge = 0
- highest occupied orbital energy (eV) = -8.30
- SMILES string = C#CC1(CC)CC1



Record 3
The following is a quantum chemistry calculation of a molecular structure, C16H15CuF5O18, from OMol25.

The geometry in XYZ format:
```
55
Properties=species:S:1:pos:R:3:forces:R:3
Cu 0.794 -2.355 1.172 1.11 1.38 -0.74
C 1.881 -0.322 0.529 -2.69 -5.15 3.88
O 1.189 -0.160 1.543 -2.17 7.09 8.06
O 1.074 -0.748 -0.296 -3.37 -0.46 -10.78
O 2.698 -1.258 0.804 7.28 -2.32 -0.54
C 3.930 -1.661 -2.452 -0.76 0.27 2.84
C 3.863 -0.161 -2.517 -1.70 -0.68 -0.27
O 3.052 0.057 -3.676 -1.75 -0.15 -0.13
C 2.950 -1.093 -4.391 -0.19 -0.85 -1.40
O 2.482 -1.281 -5.502 0.67 1.14 2.35
O 3.491 -2.093 -3.675 0.52 -1.03 -2.24
F 4.961 0.419 -2.915 3.67 1.02 -0.16
H 3.199 -2.069 -1.754 -0.06 0.56 0.58
H 4.881 -1.972 -2.020 0.41 -0.34 -1.05
H 3.590 0.313 -1.574 -0.92 0.03 -0.34
C -0.220 -0.750 -3.378 0.90 1.56 0.93
C -1.006 0.520 -2.947 3.58 -2.39 0.63
O -2.260 0.233 -3.340 -2.93 0.07 -0.43
C -2.371 -1.096 -3.281 -3.69 -2.27 0.28
O -3.402 -1.764 -3.236 1.16 1.91 -0.27
O -1.225 -1.669 -3.202 0.92 -2.95 0.26
F -0.449 1.436 -3.671 0.52 3.71 -1.33
H 0.651 -0.887 -2.737 -0.31 -0.44 0.23
H 0.084 -0.732 -4.424 -0.07 0.35 -0.06
H -0.944 0.703 -1.875 -0.03 0.35 0.01
C -1.047 1.886 0.620 0.94 -1.25 -1.75
C -1.228 2.429 1.980 -0.74 -0.76 0.28
O -2.506 3.006 1.893 -0.75 0.69 0.53
C -2.743 3.348 0.623 -4.94 1.03 -3.44
O -3.767 3.965 0.176 4.69 -2.15 2.48
O -1.886 2.705 -0.198 -0.36 1.00 0.49
F -0.392 3.435 2.243 1.23 0.76 0.51
H -1.370 0.852 0.499 -0.12 -0.02 0.42
H -0.042 1.891 0.198 0.08 0.29 0.49
H -1.239 1.685 2.776 0.19 0.19 0.01
C 1.435 1.221 4.462 -1.16 0.40 -2.74
C 2.860 1.092 3.893 -1.51 2.34 -1.06
O 3.613 1.091 5.050 1.97 -1.12 -0.37
C 2.898 0.723 6.079 -0.35 -0.81 4.85
O 3.365 0.321 7.176 -2.24 1.62 -4.32
O 1.553 0.964 5.776 2.08 -1.90 4.21
F 3.133 2.325 3.309 0.28 -0.32 -0.37
H 0.670 0.587 4.013 0.46 -0.40 -0.23
H 1.044 2.235 4.386 0.42 0.29 -0.56
H 3.072 0.333 3.141 0.00 -0.25 0.38
C -4.727 -2.334 0.309 -3.27 0.50 0.70
C -4.495 -1.016 -0.385 -0.41 -2.18 -0.32
O -3.160 -0.813 0.042 0.55 1.34 -0.25
C -2.596 -2.007 0.342 4.81 0.36 -0.81
O -1.361 -2.174 0.431 -4.49 0.52 0.06
O -3.511 -2.937 0.363 1.74 -1.87 0.12
F -5.382 -0.067 -0.041 0.60 0.31 0.45
H -5.449 -2.939 -0.239 0.12 -0.14 0.25
H -5.034 -2.158 1.340 -0.56 0.05 0.06
H -4.598 -1.258 -1.442 0.64 1.07 -0.36
```
Forces are in eV/Å.

Computed properties:
- LUMO level (alpha / beta) (eV) = 2.262 / 0.983
- <S²> = 2.015
- total charge = -1
- spin multiplicity = 3
- highest occupied orbital energy (alpha / beta) (eV) = -3.69 / -4.95



Record 4
The following is a quantum chemistry calculation of 14 unconnected molecules or ions with the total composition H28O14, from OMol25.

The geometry in XYZ format:
```
42
Properties=species:S:1:pos:R:3:forces:R:3
H -0.109 -0.543 -0.783 0.38 -0.54 -0.89
H -0.252 0.177 0.406 -2.02 0.30 4.01
H 2.474 1.727 -3.073 0.65 0.80 0.24
H 2.709 1.545 -1.434 -0.46 -0.18 -1.46
H 2.326 -1.737 -0.119 -0.68 0.40 0.85
H 1.439 -1.916 1.125 -0.23 -0.92 0.07
H 2.192 -1.297 2.611 -0.24 -0.48 2.12
H 3.129 -0.089 2.215 -0.11 -0.25 0.53
H -2.218 -2.288 3.725 0.66 -1.46 -1.38
H -2.162 -3.129 2.388 -1.90 -0.11 -2.55
H -4.574 0.569 -0.230 -0.35 -2.58 -1.69
H -3.460 1.664 -0.108 -0.75 -0.40 0.37
H 0.262 1.318 -3.165 -0.36 0.76 1.14
H -0.070 2.123 -1.817 0.33 1.93 0.45
H -2.703 -1.960 -1.688 -0.23 -0.53 -1.18
H -3.335 -3.235 -2.328 -0.13 -0.26 0.12
H -0.617 4.849 0.509 -1.28 -1.57 0.08
H -1.518 3.701 -0.058 -0.76 -1.27 -3.21
H -0.497 2.032 2.953 0.40 -0.38 -0.36
H -0.691 2.896 4.137 1.94 -1.80 -0.42
H 4.170 -2.501 -1.395 0.69 -1.95 -0.03
H 3.374 -1.423 -2.016 -0.19 0.43 -0.02
H 4.290 1.895 0.153 0.40 0.38 -0.05
H 4.313 0.482 -0.477 -0.05 -0.09 0.27
H -0.988 -3.254 0.869 -1.27 -3.61 -1.00
H -1.432 -1.781 0.806 1.16 -1.23 0.28
H -3.062 0.743 -1.405 0.37 0.56 -0.68
H -3.436 -0.036 -2.764 0.58 0.06 1.91
O 0.299 0.165 -0.302 -0.03 2.47 -2.31
O 2.343 1.201 -2.292 1.39 -0.87 1.10
O 1.483 -1.458 0.307 0.70 -3.77 -4.18
O 2.535 -0.789 1.913 2.93 2.54 1.31
O -1.736 -2.972 3.171 0.65 1.35 5.32
O -4.330 1.345 0.181 0.83 3.46 2.08
O -0.018 1.295 -2.225 -1.79 -1.99 -3.22
O -2.791 -2.475 -2.527 0.37 0.29 0.71
O -1.257 4.104 0.709 2.05 2.81 3.16
O -0.047 2.167 3.795 -2.31 2.23 0.75
O 3.961 -1.604 -1.275 -0.42 1.67 -0.11
O 3.956 1.008 0.255 -0.21 -0.18 -0.18
O -0.702 -2.418 1.035 -0.12 4.71 -0.29
O -3.253 -0.105 -1.781 -0.62 -0.75 -1.65
```
Forces are in eV/Å.

Computed properties:
- LUMO level (eV) = -0.030
- total charge = 0
- highest occupied orbital energy (eV) = -7.71



Record 5
The following is a quantum chemistry calculation of a single C3H6O3 molecule, from OMol25.

The geometry in XYZ format:
```
12
Properties=species:S:1:pos:R:3:forces:R:3
O 1.482 1.453 -0.076 0.01 -0.37 -0.42
C 1.331 0.640 -0.958 0.17 0.27 0.19
O 0.869 -0.604 -0.811 0.05 0.14 -0.09
C 0.224 -0.865 0.443 -0.10 0.04 0.18
C -1.199 -0.313 0.363 -0.11 -0.37 0.10
O -1.248 1.005 -0.128 0.05 0.17 0.22
H 1.559 0.823 -2.015 0.15 -0.04 0.10
H 0.223 -1.952 0.571 -0.03 0.23 -0.04
H 0.798 -0.404 1.253 -0.09 -0.07 -0.12
H -1.778 -0.917 -0.343 0.04 0.07 0.11
H -1.672 -0.397 1.353 0.08 -0.04 -0.11
H -0.588 1.530 0.350 -0.22 -0.02 -0.12
```
Forces are in eV/Å.

Computed properties:
- LUMO level (eV) = 0.910
- total charge = 0
- highest occupied orbital energy (eV) = -10.51
- SMILES string = O=COCCO



Record 6
The following is a quantum chemistry calculation of a molecular structure, C28H56InO2, from OMol25.

The geometry in XYZ format:
```
87
Properties=species:S:1:pos:R:3:forces:R:3
C -3.507 3.362 0.005 0.11 -0.03 -0.06
O -2.437 3.039 -0.825 0.01 0.06 -0.19
C -1.229 3.822 -0.598 -0.09 -0.37 0.22
In 0.391 2.676 0.466 -0.02 0.35 0.07
C -0.628 1.210 1.835 0.17 0.30 -0.09
C -0.779 1.435 3.302 0.22 0.10 -0.13
O -0.909 0.514 4.083 0.05 -0.58 0.44
C -0.726 2.806 3.904 -0.11 0.80 0.38
C -1.280 3.924 3.268 0.34 0.06 0.72
C -1.280 5.171 3.904 0.30 -0.57 0.21
C -0.687 5.321 5.162 -0.04 -0.53 -0.40
C -0.110 4.213 5.794 -0.33 -0.17 -0.63
C -0.149 2.958 5.176 -0.30 0.66 -0.29
H -3.369 3.014 1.035 0.08 -0.02 0.15
H -3.687 4.444 0.033 -0.01 0.14 0.03
H -4.400 2.880 -0.390 -0.07 -0.08 -0.05
H -1.495 4.744 -0.070 -0.08 0.10 0.08
H -0.892 4.129 -1.587 0.09 0.02 -0.14
H 1.431 1.864 -0.718 -0.09 -0.10 0.06
H 1.324 3.861 1.419 0.01 -0.10 -0.04
H -0.091 0.266 1.763 -0.14 -0.26 -0.05
H -1.636 1.020 1.457 -0.11 0.07 -0.24
H -1.704 3.823 2.283 -0.05 -0.01 -0.19
H -1.715 6.015 3.391 -0.04 0.14 0.02
H -0.666 6.294 5.631 0.01 0.07 0.08
H 0.354 4.320 6.764 0.05 0.03 0.07
H 0.268 2.095 5.672 0.02 -0.12 -0.01
C -8.320 -1.675 1.779 0.01 0.00 0.06
C -8.147 -0.555 2.800 -0.05 -0.02 -0.03
C -7.629 0.748 2.194 -0.02 0.03 0.00
C -6.249 0.646 1.543 -0.01 0.01 -0.05
C -5.139 0.159 2.469 0.05 0.05 0.03
C -4.906 1.080 3.663 -0.03 -0.02 -0.03
H -7.371 -1.946 1.316 0.00 0.00 -0.01
H -8.726 -2.574 2.247 -0.01 0.00 -0.01
H -9.006 -1.374 0.984 0.01 0.00 -0.02
H -7.474 -0.888 3.594 0.01 0.01 0.01
H -9.110 -0.358 3.281 0.01 -0.01 0.01
H -7.608 1.516 2.972 0.01 0.00 -0.01
H -8.345 1.099 1.443 -0.01 -0.01 0.01
H -5.973 1.633 1.160 0.00 0.00 -0.02
H -6.305 -0.010 0.668 0.00 0.01 0.01
H -4.213 0.084 1.893 0.01 -0.01 0.01
H -5.358 -0.853 2.823 0.01 0.00 -0.02
H -4.656 2.090 3.329 -0.02 0.00 0.00
H -4.078 0.725 4.274 0.08 -0.02 0.04
H -5.792 1.146 4.300 0.03 0.00 0.00
C 4.037 -3.980 2.008 0.02 -0.01 -0.06
C 4.803 -3.156 0.977 0.02 -0.02 0.05
C 4.724 -1.650 1.221 0.00 0.03 0.00
C 3.312 -1.063 1.167 0.00 -0.01 0.03
C 2.566 -1.311 -0.142 -0.04 0.05 -0.04
C 3.251 -0.695 -1.356 0.03 -0.10 -0.02
H 2.971 -3.753 1.991 0.00 0.01 0.01
H 4.148 -5.049 1.818 0.00 0.00 0.01
H 4.405 -3.779 3.016 -0.02 0.01 0.02
H 4.431 -3.389 -0.024 0.00 0.01 -0.02
H 5.855 -3.458 0.988 0.00 -0.01 -0.01
H 5.359 -1.140 0.491 -0.01 0.01 0.00
H 5.156 -1.427 2.203 0.01 -0.01 0.01
H 3.375 0.016 1.332 -0.02 0.01 -0.01
H 2.717 -1.458 1.996 0.01 0.00 0.01
H 1.566 -0.883 -0.049 0.00 0.02 -0.02
H 2.428 -2.386 -0.305 0.00 -0.01 0.04
H 3.361 0.382 -1.227 -0.02 0.01 0.00
H 2.657 -0.862 -2.257 0.00 0.04 -0.01
H 4.241 -1.129 -1.527 0.00 0.00 0.00
C 3.046 -3.063 -8.075 0.06 0.02 -0.02
C 4.451 -3.301 -7.530 -0.04 -0.03 -0.02
C 4.476 -3.668 -6.048 0.04 0.02 0.01
C 3.908 -2.599 -5.113 -0.07 -0.03 0.01
C 4.583 -1.233 -5.202 0.07 0.03 0.07
C 6.062 -1.260 -4.827 -0.04 0.03 -0.05
H 2.558 -2.224 -7.578 -0.01 0.00 0.01
H 3.072 -2.840 -9.143 -0.01 -0.01 0.00
H 2.420 -3.946 -7.932 -0.02 0.00 0.02
H 5.064 -2.412 -7.704 0.02 0.00 0.01
H 4.922 -4.109 -8.097 0.01 0.01 -0.01
H 5.505 -3.900 -5.757 0.00 0.01 0.01
H 3.908 -4.593 -5.902 0.00 -0.01 -0.01
H 3.986 -2.961 -4.083 0.00 0.01 0.01
H 2.839 -2.477 -5.305 0.00 -0.01 0.01
H 4.060 -0.549 -4.530 0.00 0.01 -0.01
H 4.469 -0.817 -6.208 -0.02 -0.02 -0.01
H 6.195 -1.643 -3.813 0.01 -0.02 0.00
H 6.492 -0.258 -4.862 0.01 0.00 0.02
H 6.641 -1.891 -5.504 0.00 -0.01 0.00
```
Forces are in eV/Å.

Computed properties:
- LUMO level (eV) = 2.510
- total charge = -1
- highest occupied orbital energy (eV) = -4.42